A 11-piece molecular cluster, C130H109N3O22 overall, computed with wB97M-V/def2-TZVPD.

Last column: Mulliken charge in e.
Positions of all 264 atoms, in Å:
C  5.0580  -4.8961  -2.9110  -0.684
C  5.9692  -5.7470  -3.4339  -0.484
C  6.6422  -6.6527  -2.5760  -0.671
C  6.2011  -6.7350  -1.2910  0.603
C  5.1846  -5.9112  -0.7676  0.083
C  4.7039  -4.9053  -1.5796  -0.715
C  4.6142  -6.1075  0.6110  0.232
O  3.6086  -5.4654  0.8816  -0.504
C  5.2453  -7.0179  1.5411  0.347
C  4.9937  -6.9969  2.9005  -0.367
C  5.7073  -7.7549  3.7723  -0.572
C  6.7244  -8.5748  3.3441  -0.546
C  7.0463  -8.6244  1.9623  -0.725
C  6.2864  -7.8402  1.0561  0.511
C  6.7093  -7.8559  -0.3993  0.048
O  7.1812  -8.8753  -0.8779  -0.576
H  4.4403  -4.3194  -3.5352  0.761
H  6.1822  -5.8493  -4.4780  0.556
H  7.4254  -7.4145  -2.9291  0.335
H  3.9157  -4.2565  -1.1830  0.785
H  4.2230  -6.2681  3.1728  0.460
H  5.5218  -7.7857  4.8857  0.308
H  7.3319  -9.0960  4.0501  0.422
H  7.9073  -9.1401  1.5659  0.452
C  -4.2287  -3.4764  9.1718  -1.010
C  -2.9241  -3.9308  9.1960  -0.684
C  -2.1503  -3.9894  8.0186  -0.692
C  -2.6783  -3.4611  6.8940  -0.005
C  -3.9905  -2.9121  6.8797  1.458
C  -4.7578  -2.9656  8.0358  -0.870
C  -4.6528  -2.4994  5.6021  0.046
O  -5.7907  -2.0794  5.6206  -0.722
C  -3.8380  -2.6393  4.3453  0.591
C  -4.3774  -2.1703  3.1622  -1.154
C  -3.6788  -2.3699  1.9972  -0.195
C  -2.3474  -2.8730  1.9804  0.889
C  -1.8625  -3.3221  3.2088  -0.559
C  -2.5556  -3.1059  4.4381  -0.163
C  -1.8783  -3.6039  5.6935  0.958
O  -0.7947  -4.0697  5.6018  -0.643
H  -4.7741  -3.3717  10.0657  0.580
H  -2.4493  -4.3217  10.0838  0.456
H  -1.0871  -4.3367  8.0601  0.358
H  -5.7994  -2.7242  7.9825  0.498
H  -5.2882  -1.6082  3.2224  0.680
H  -4.1453  -2.0357  1.0608  0.220
H  -1.8836  -3.1982  1.0586  -0.435
H  -0.8673  -3.7378  3.2552  0.291
C  -7.7077  2.2271  -4.0126  -0.592
C  -8.7219  1.2165  -3.8967  -0.668
C  -8.3185  -0.0944  -3.6406  -0.675
C  -6.9723  -0.3941  -3.3500  0.465
C  -6.0586  0.6367  -3.3346  0.275
C  -6.3756  1.8788  -3.7901  -0.215
C  -4.5579  0.3638  -3.0710  0.090
O  -3.7327  1.2011  -3.2381  -0.296
C  -4.1167  -0.9617  -2.6411  0.162
C  -2.8129  -1.2062  -2.1194  -0.274
C  -2.4512  -2.4314  -1.6087  -0.123
C  -3.4456  -3.4087  -1.4313  -0.295
C  -4.7100  -3.1724  -1.9493  -0.928
C  -5.0841  -1.9501  -2.5211  0.527
C  -6.5828  -1.7392  -3.0010  0.223
O  -7.3492  -2.7140  -3.0151  -0.693
H  -7.9198  3.2192  -4.4241  0.403
H  -9.7814  1.4076  -4.0134  0.395
H  -9.0125  -0.9652  -3.5996  0.417
H  -5.6169  2.6741  -3.8323  0.256
H  -2.0855  -0.4248  -2.1765  0.361
H  -1.4142  -2.5063  -1.2939  0.223
H  -3.2428  -4.4397  -1.0965  0.282
H  -5.4574  -3.8803  -1.7857  0.639
C  3.7553  6.2102  -3.5252  -1.160
C  3.3512  7.0980  -4.5150  -0.696
C  2.3844  8.0611  -4.2812  -0.531
C  1.6957  8.0478  -3.1289  0.432
C  2.0648  7.1789  -2.0957  -0.132
C  3.1005  6.2993  -2.2847  -0.459
C  1.3197  7.2400  -0.8062  0.811
O  1.6288  6.4802  0.1403  -0.763
C  0.2417  8.1836  -0.7047  0.992
C  -0.4484  8.2112  0.5033  -1.469
C  -1.4599  9.1462  0.6877  -0.722
C  -1.8330  10.0340  -0.2979  -0.812
C  -1.1318  10.0327  -1.4776  -0.417
C  -0.1638  9.1209  -1.6809  0.459
C  0.5390  8.9592  -2.9831  0.715
O  0.2002  9.5997  -3.9428  -0.703
H  4.5771  5.5461  -3.7104  0.440
H  3.9281  7.0435  -5.3983  0.532
H  2.0818  8.8254  -5.0270  0.462
H  3.4046  5.7838  -1.4219  0.964
H  -0.1367  7.6449  1.3370  0.741
H  -2.0819  9.1381  1.5882  0.361
H  -2.6442  10.6846  -0.1572  0.492
H  -1.2398  10.7309  -2.2806  0.572
C  4.5868  -0.6200  -0.3212  -0.586
C  5.1873  -1.5881  -1.1051  -1.083
C  5.3892  -1.3702  -2.4599  -0.772
C  5.0250  -0.1909  -3.0150  0.721
C  4.3586  0.7566  -2.2679  0.109
C  4.1662  0.5801  -0.8796  -0.459
C  3.7375  1.9286  -2.9424  -0.510
O  3.2190  2.7774  -2.2611  -0.437
C  3.6413  1.9684  -4.4002  0.605
C  2.8065  2.9625  -4.8892  -0.651
C  2.5969  3.0104  -6.2886  -0.595
C  3.3395  2.1614  -7.0813  -1.023
C  4.1997  1.1481  -6.5900  -0.709
C  4.3614  1.0691  -5.2006  0.916
C  5.1863  0.0165  -4.5035  0.282
O  5.9324  -0.6070  -5.2097  -0.638
H  4.3585  -0.7718  0.6814  0.557
H  5.6157  -2.4704  -0.6609  0.707
H  6.0069  -2.0769  -2.9907  0.665
H  3.5481  1.2607  -0.2344  0.718
H  2.3359  3.6648  -4.1831  0.480
H  1.8136  3.6835  -6.6809  0.586
H  3.2440  2.1508  -8.1617  0.345
H  4.7947  0.4497  -7.2139  0.567
C  -0.3742  1.4947  -5.3761  -0.750
C  0.1407  1.0517  -4.1802  1.604
C  1.0796  0.0343  -4.1593  -0.075
C  1.4279  -0.5565  -5.3469  0.324
C  0.9211  -0.1001  -6.5591  0.532
C  0.0459  0.9585  -6.5372  -0.830
C  1.3907  -0.6247  -7.8471  0.103
O  0.7189  -0.4814  -8.8501  -0.617
C  2.6927  -1.4709  -7.7958  0.672
C  3.3453  -1.7500  -8.9618  -1.108
C  4.3907  -2.6841  -8.9589  -0.553
C  4.8979  -3.2475  -7.7435  -1.023
C  4.3069  -2.8135  -6.5741  -0.261
C  3.1921  -2.0091  -6.5613  0.868
C  2.4318  -1.6743  -5.3107  -0.342
O  2.5977  -2.3088  -4.2973  -0.554
H  -1.1066  2.3091  -5.3728  0.168
H  -0.1665  1.5481  -3.2199  -0.458
H  1.5332  -0.3114  -3.2595  -0.229
H  -0.4143  1.2940  -7.4747  0.476
H  2.9501  -1.3087  -9.8445  0.576
H  4.7586  -3.0724  -9.9024  0.412
H  5.7027  -3.9832  -7.8399  0.414
H  4.6679  -3.1150  -5.6188  0.480
C  -4.8655  0.7801  7.6294  -0.772
C  -3.8391  0.4048  8.5016  -0.654
C  -2.5662  0.8605  8.2420  -0.507
C  -2.2913  1.5702  7.0598  0.613
C  -3.3239  1.7543  6.1234  -0.064
C  -4.5845  1.3392  6.4001  -0.588
C  -3.1617  2.4745  4.8498  1.113
O  -4.0859  2.6784  4.0975  -0.746
C  -1.8258  3.0979  4.5277  0.088
C  -1.6160  3.8044  3.3161  -0.315
C  -0.3459  4.2141  2.9817  -0.954
C  0.7097  3.8920  3.9274  -0.112
C  0.4754  3.3358  5.1545  -1.295
C  -0.8028  2.8752  5.4141  0.376
C  -0.9616  2.1663  6.7662  0.419
O  -0.1203  2.2141  7.6550  -0.675
H  -5.8519  0.5999  7.8939  0.461
H  -4.0734  -0.0025  9.4471  0.550
H  -1.7152  0.8206  8.9345  0.502
H  -5.3569  1.6458  5.7116  0.556
H  -2.5037  4.0607  2.7582  0.549
H  -0.1380  4.7496  2.0520  0.810
H  1.7554  4.1926  3.7337  0.227
H  1.2988  3.1252  5.8127  0.451
C  -4.7170  -6.5116  7.2772  -1.168
C  -5.5792  -5.9946  6.3357  -0.565
C  -5.2052  -5.9197  4.9881  -0.391
C  -3.9291  -6.2274  4.5773  0.720
C  -3.0226  -6.7007  5.5324  0.364
C  -3.4152  -6.7841  6.8665  -0.010
C  -1.6080  -7.0231  5.1343  -0.211
O  -0.8537  -7.4816  5.9332  -0.636
C  -1.2275  -6.7577  3.7489  0.733
C  0.1171  -6.6372  3.3705  -0.587
C  0.4010  -6.4411  2.0241  -0.572
C  -0.5914  -6.3639  1.0893  -0.057
C  -1.9514  -6.5273  1.4282  -1.107
C  -2.2605  -6.6415  2.7506  -0.019
C  -3.6706  -6.3311  3.1088  0.413
O  -4.6123  -6.3293  2.3200  -0.715
H  -4.9215  -6.7415  8.2432  0.627
H  -6.5399  -5.6416  6.5500  0.490
H  -5.8241  -5.4517  4.2076  0.458
H  -2.6611  -7.1945  7.6089  0.325
H  0.9335  -6.6467  4.1351  0.363
H  1.4060  -6.1598  1.8046  0.649
H  -0.3709  -6.1135  0.0368  0.440
H  -2.7640  -6.3841  0.7312  0.529
C  -0.0543  4.2734  -1.8858  -0.187
O  -0.6157  4.4091  -3.2206  1.058
C  -2.0542  4.1865  -3.0598  -0.120
C  -2.6557  4.5323  -4.4162  -1.308
N  -3.0352  5.9313  -4.5075  -0.312
C  -1.9552  6.9204  -4.4745  -0.224
C  -0.8830  6.7651  -5.5194  0.718
O  -1.3503  6.8905  -6.8862  -0.518
C  -0.3469  6.6321  -7.7998  -0.577
H  -0.1215  3.2327  -1.4680  -0.136
H  -0.5425  4.9371  -1.1666  0.409
H  0.9832  4.5894  -1.9460  -0.848
H  -2.4514  4.8388  -2.3187  0.682
H  -2.1912  3.1236  -2.7692  -0.479
H  -3.4858  3.9472  -4.7225  0.465
H  -1.8683  4.2848  -5.1633  0.306
H  -3.6749  6.0521  -5.3004  0.386
H  -1.4927  6.8946  -3.4644  -0.371
H  -2.3949  7.9539  -4.5495  0.502
H  -0.4204  5.8179  -5.3857  -0.293
H  0.0023  7.4354  -5.3064  0.271
H  -0.6648  6.9732  -8.8100  0.252
H  -0.2024  5.5667  -7.6938  0.181
H  0.5715  7.1347  -7.4546  0.245
C  0.7819  -1.3696  6.5863  -0.513
O  1.2420  -1.4836  5.2952  -0.461
C  1.0481  -0.2162  4.5216  0.145
C  1.7428  -0.3570  3.2180  -0.569
N  2.5386  0.8018  2.6933  0.961
C  3.9146  0.7761  3.0805  -0.867
C  4.7138  2.0143  2.6600  -0.737
O  3.9756  3.1939  2.7100  -0.192
C  4.3925  4.2402  1.8918  -0.569
H  1.0815  -2.2882  7.1263  0.361
H  -0.3121  -1.2108  6.6364  -0.005
H  1.1378  -0.4698  7.1874  0.295
H  1.5194  0.6117  5.1048  0.312
H  -0.0037  0.0495  4.3966  0.328
H  0.9954  -0.6021  2.4718  -0.850
H  2.3766  -1.2300  3.2583  0.535
H  2.0958  1.6650  2.9157  -0.187
H  4.4526  -0.1054  2.6850  0.359
H  3.9451  0.6521  4.2137  0.435
H  5.0877  1.9201  1.6328  0.360
H  5.6083  2.1007  3.3169  0.380
H  5.4312  4.5255  2.1271  0.370
H  3.6908  5.0515  2.0453  0.179
H  4.3396  3.9998  0.8181  0.135
C  -4.1036  2.9507  -0.1568  -1.059
O  -2.8581  2.3900  0.0368  0.514
C  -2.8759  1.0952  0.7347  -1.386
C  -1.4149  0.7743  0.9944  1.181
N  -0.7415  0.6320  -0.2783  1.294
C  0.6634  0.3756  -0.3157  0.447
C  1.0893  -1.0406  -0.5318  -0.034
O  0.5353  -1.8723  0.4858  0.987
C  1.2004  -3.0656  0.6000  -0.933
H  -4.6966  2.4545  -0.9868  -0.121
H  -3.9619  3.9250  -0.5004  0.400
H  -4.7461  2.8347  0.6774  0.414
H  -3.3129  0.3295  0.1209  -0.082
H  -3.3862  1.1080  1.6943  0.587
H  -1.3529  -0.1795  1.5585  -0.626
H  -1.0141  1.5437  1.6634  -0.072
H  -0.9416  1.3947  -0.9235  -0.741
H  1.0985  0.7551  0.5741  -0.738
H  1.1493  0.9406  -1.1450  -0.106
H  2.1387  -0.9897  -0.3556  -1.171
H  0.8562  -1.4135  -1.5451  0.814
H  0.7012  -3.7033  1.3330  -0.175
H  2.3116  -2.9440  0.8548  -0.010
H  1.2180  -3.5523  -0.3469  0.566

Values from the calculation:
**Highest occupied orbital energy**: -8.4 eV
**DFT total energy**: -186090.4334 eV

C12H47AsF6N3O10 as an isolated structure, computed with wB97M-V/def2-TZVPD.

Last column: Mulliken charge in e.
Positions of all 79 atoms, in Å:
As  -0.1214  -0.8845  0.4287  2.044
F  0.2724  -0.7320  2.1761  -0.383
F  0.3012  -2.6662  0.6351  -0.656
F  -0.3797  -1.2833  -1.2901  -0.721
F  -0.3673  0.9055  0.0573  -0.534
F  1.6826  -0.6329  0.1232  -0.547
F  -1.7944  -0.9215  0.9398  -0.406
O  -3.6870  -2.3904  2.2819  -0.718
H  -4.4779  -1.9942  1.9161  0.366
H  -2.9701  -2.0025  1.7801  0.433
O  -2.0690  1.2939  -2.4417  -0.642
H  -1.6065  1.5144  -1.6332  0.342
H  -1.9036  0.3592  -2.5656  0.315
O  -0.7759  -3.7439  2.7174  -0.680
H  -0.4092  -3.3091  1.9475  0.480
H  -1.7210  -3.7433  2.5658  0.225
O  3.8759  -1.6063  1.4851  -0.632
H  3.0684  -1.2465  1.1180  0.303
H  4.5510  -1.3837  0.8440  0.294
O  0.7910  -2.0132  4.4372  -0.717
H  0.1369  -2.6397  4.1275  0.391
H  0.9852  -1.4712  3.6725  0.320
O  -2.8814  -1.8727  -1.8479  -0.429
H  -1.9320  -1.7880  -1.7606  0.268
H  -3.0057  -2.3421  -2.6727  0.273
O  1.5927  -5.3397  1.6457  -0.667
H  1.8730  -4.7059  0.9854  0.316
H  0.9591  -4.8632  2.1820  0.353
C  2.1789  -0.1077  -3.1435  -1.189
C  3.2872  1.0077  -3.4228  0.547
C  2.7920  2.4159  -3.0998  -0.656
O  3.5342  3.0539  -2.0669  -0.344
C  2.7186  4.0654  -1.3485  -0.460
N  4.5339  0.4891  -2.8106  -0.693
H  2.5353  -1.0573  -3.5425  0.431
H  1.2373  0.2349  -3.5725  0.357
H  1.9403  -0.2270  -2.0866  0.078
H  3.3680  0.9821  -4.5095  0.224
H  1.7117  2.5002  -2.9812  0.388
H  3.1017  2.9829  -3.9776  0.289
H  2.4193  4.9699  -1.8780  0.402
H  3.2979  4.4343  -0.5020  -0.089
H  1.7818  3.7556  -0.8854  0.287
H  4.7628  -0.4494  -3.1054  0.277
H  4.5769  0.3968  -1.8057  0.205
C  -5.9399  -0.0145  -1.8135  -1.339
C  -6.1431  -0.8756  -0.5808  0.406
C  -6.2793  -2.4344  -0.9872  -0.301
O  -7.3573  -2.6800  -1.9888  -0.385
C  -8.7127  -2.4405  -1.4976  -0.718
N  -5.1482  -0.6196  0.3652  -0.606
H  -6.7885  -0.1202  -2.4894  0.321
H  -5.0213  -0.3018  -2.3252  0.235
H  -5.8678  1.0345  -1.5263  0.455
H  -7.0815  -0.4566  -0.2175  0.147
H  -6.5051  -3.0688  -0.1301  0.393
H  -5.3523  -2.6504  -1.5182  0.047
H  -9.2935  -2.1118  -2.3594  0.268
H  -8.7860  -1.5847  -0.8265  0.292
H  -9.1569  -3.3345  -1.0600  0.280
H  -4.2219  -0.9130  0.0896  0.244
H  -4.9815  0.3761  0.3336  0.211
C  4.8849  4.2697  2.4296  -1.162
C  5.3661  2.7682  2.3911  0.242
C  4.1905  1.9147  2.0014  -0.320
O  3.1755  2.2056  3.0051  -0.377
C  2.0145  1.4317  2.9504  -0.431
N  6.5618  2.5433  1.5149  -0.745
H  4.4409  4.6234  1.4990  0.075
H  5.6854  4.9747  2.6538  0.424
H  4.0899  4.3682  3.1688  0.352
H  5.6377  2.5563  3.4252  0.297
H  4.4367  0.8970  2.3044  0.337
H  4.0059  2.0378  0.9342  0.128
H  1.2890  1.6918  2.1795  0.227
H  1.4046  1.3463  3.8497  0.329
H  2.3093  0.4095  2.7129  0.017
H  7.1795  3.3068  1.7509  0.311
H  6.1995  2.9068  0.6451  0.298

Values from the calculation:
**Charge**: -1
**Highest occupied orbital energy**: -6.9 eV
**Energy above the lowest of the compared OMol25 structures with the same formula, charge and spin**: 49.8 kcal/mol
**DFT total energy**: -115298.6440 eV

In eV, the LUMO values for the records above are, in order, -1.2228 1.6255.
In hartree, the frontier orbital gap values for the records above are, in order, 0.263 0.312.